{
  "formula": "C10H22N2O2PYb",
  "method": "the ωB97M-V functional and the def2-TZVPD basis",
  "symbols": ["Yb", "P", "O", "O", "N", "N", "C", "C", "C", "C", "C", "C", "C", "C", "C", "C", "H", "H", "H", "H", "H", "H", "H", "H", "H", "H", "H", "H", "H", "H", "H", "H", "H", "H", "H", "H", "H", "H"],
  "xyz": [[-3.8721, 2.1241, 1.2170], [3.0052, 0.1617, -0.9022], [-0.7320, -0.8819, 2.0571], [3.3998, 1.6144, -0.2145], [0.5874, 0.8284, -2.0745], [-1.1987, -0.4546, 0.9398], [-0.7942, 0.9655, 0.7596], [1.0873, 0.2140, -0.8269], [3.4197, -0.8755, 0.5206], [-1.0081, 1.6580, 2.1350], [-1.0829, -2.8176, 0.3143], [-0.9117, -1.3841, -0.2068], [0.6819, 1.1046, 0.3565], [-1.6517, 1.6815, -0.2793], [-1.9348, -1.1786, -1.3518], [0.5534, -1.2142, -0.6710], [-1.5324, 2.7682, -0.2249], [4.4797, -0.7704, 0.7378], [-2.6997, 1.4122, -0.0358], [-2.4028, -2.1161, -1.6273], [0.5296, 0.1146, -2.7926], [-2.7493, -0.5254, -1.0280], [-1.7010, 1.1076, 2.7834], [-0.2047, -3.1714, 0.8446], [-0.0640, 1.8509, 2.6321], [-1.4224, 2.6683, 1.9521], [-1.5216, 1.3405, -1.3016], [1.2721, 1.4849, -2.4373], [-1.2450, -3.4870, -0.5272], [0.8279, 2.1442, 0.0547], [2.8496, -0.6371, 1.4210], [1.3178, 0.9407, 1.2239], [-1.9432, -2.8956, 0.9760], [1.1848, -1.8038, -0.0174], [0.5989, -1.6918, -1.6530], [3.1472, 2.3430, -0.7822], [3.2287, -1.9138, 0.2566], [-1.4989, -0.7084, -2.2277]],
  "atomic_forces_ev_per_a": [[-1.6, 0.8, 1.7], [0.6, 0.4, 1.2], [-1.2, 0.2, -1.2], [-0.3, -1.0, -0.3], [0.4, -0.5, 0.3], [3.6, -0.2, 1.0], [-1.4, 0.6, 0.4], [-1.6, 0.0, -0.4], [0.1, -0.2, -0.2], [-0.3, 0.7, -0.7], [0.2, -0.1, -0.1], [-1.9, -0.8, 0.0], [1.0, -0.4, -0.5], [-0.8, -0.4, -0.1], [-0.2, 0.7, 0.3], [0.8, 0.7, -0.5], [0.2, -0.1, -0.1], [0.1, 0.0, 0.0], [1.4, -0.6, -1.7], [0.1, -0.1, -0.1], [0.0, 0.0, -0.1], [0.0, -0.2, 0.0], [0.4, -0.1, 0.0], [0.0, 0.0, 0.2], [-0.1, -0.3, 0.4], [0.2, 0.0, 0.1], [0.2, 0.2, 0.1], [-0.2, 0.3, 0.0], [0.0, 0.0, 0.0], [0.0, 0.0, 0.2], [0.0, 0.1, 0.0], [-0.1, -0.2, 0.1], [-0.1, 0.0, 0.0], [-0.1, 0.1, 0.3], [0.0, -0.2, 0.1], [0.3, 0.6, -0.3], [0.2, -0.1, 0.0], [0.0, -0.1, -0.1]],
  "s_squared": 1.132,
  "e_homo_ev": [-12.609, -14.228],
  "e_lumo_ha": [-0.313, -0.380],
  "charge": 2,
  "orbital_gap_ev": [4.10, 3.90],
  "spin_multiplicity": 2
}

---

{
  "formula": "C4H4IN",
  "method": "the ωB97M-V functional and the def2-TZVPD basis",
  "symbols": ["I", "N", "C", "C", "C", "C", "H", "H", "H", "H"],
  "xyz": [[2.4399, 0.6397, 0.1505], [1.0907, -2.7814, 0.2160], [0.8845, -1.6646, -0.0030], [0.7115, -0.3461, -0.3773], [-0.5829, 0.5409, -0.6952], [-1.0188, 0.8004, 0.7506], [-0.2751, 1.4882, -1.2149], [-1.6815, -0.0233, 1.2066], [-0.3038, 1.3748, 1.2507], [-1.2646, -0.0286, -1.2840]],
  "atomic_forces_ev_per_a": [[0.5, 0.7, -0.1], [0.0, -0.3, 0.2], [-1.1, -0.6, -0.4], [-1.3, 2.2, 0.1], [1.8, 0.1, 1.2], [-1.0, -3.1, -2.0], [-0.2, -1.1, 0.4], [1.2, 1.7, -0.4], [0.5, 0.8, 1.4], [-0.6, -0.3, -0.4]],
  "e_homo_ev": [-8.697, -9.025],
  "e_above_lowest_kcal_mol": 81.86,
  "e_lumo_ha": [-0.018, -0.049],
  "orbital_gap_ev": [8.21, 7.69]
}

---

no.,E (hartree)
1,-2153.46277
2,-507.12247